A cluster of 3 separate species, C30H49BrNO16P3 in total at a distorted geometry, computed with wB97M-V/def2-TZVPD.

Geometry as ORCA input:
```
! wB97M-V def2-TZVPD RIJCOSX def2/J DEFGRID3
* xyz 0 1
C -3.875 -0.453 2.807
C -2.740 -1.556 3.148
O -2.453 -2.431 2.302
O -2.137 -1.477 4.434
C -1.369 -0.251 4.600
C 0.071 -0.690 5.226
C 1.119 -0.794 4.005
C 1.997 0.579 3.961
C 2.278 0.895 2.386
C 2.783 2.412 2.206
C 4.175 2.667 2.169
C 4.826 4.138 2.041
O 5.982 4.269 2.503
C 3.927 5.271 1.395
C 2.369 5.015 1.414
C 1.439 6.094 0.835
C 1.933 7.461 0.220
P 0.565 8.625 -0.365
O -0.298 9.086 1.065
O 1.169 10.073 -1.042
C 3.465 7.697 0.168
C 4.059 9.037 -0.457
O 3.851 9.115 -1.914
N 3.760 7.845 -2.423
O 2.733 7.725 -3.014
C 4.416 6.585 0.755
Br 6.397 6.876 0.676
C 1.791 3.663 2.068
O 0.600 3.557 2.483
H -4.599 -0.979 2.088
H -4.412 -0.123 3.758
H -3.364 0.395 2.240
H -1.247 0.367 3.649
H -1.863 0.413 5.400
H 0.029 -1.707 5.745
H 0.372 0.128 5.972
H 1.833 -1.693 4.101
H 0.569 -0.887 3.006
H 1.443 1.433 4.483
H 2.969 0.337 4.530
H 3.128 0.172 2.089
H 1.328 0.719 1.778
H 4.913 1.788 2.261
H 0.309 5.880 0.858
H 0.346 9.372 1.761
H 1.494 10.612 -0.284
H 5.172 9.200 -0.277
H 3.525 9.943 0.019
O -3.025 0.466 -0.491
P -3.363 0.196 -1.963
O -1.837 0.477 -2.539
C -0.826 -0.482 -2.264
C -1.049 -1.761 -3.052
O -4.025 1.700 -2.203
C -4.906 2.233 -1.216
C -4.211 3.355 -0.468
O -3.841 -0.210 -3.555
C -3.992 0.710 -4.633
C -2.684 1.207 -5.215
H -0.785 -0.692 -1.191
H 0.129 -0.039 -2.553
H -1.974 -2.257 -2.742
H -0.220 -2.458 -2.901
H -1.139 -1.550 -4.120
H -5.255 1.455 -0.533
H -5.784 2.626 -1.736
H -3.247 3.033 -0.066
H -4.831 3.720 0.355
H -4.001 4.191 -1.142
H -4.655 1.536 -4.371
H -4.517 0.155 -5.417
H -2.196 1.917 -4.545
H -2.862 1.720 -6.163
H -1.993 0.381 -5.390
O 0.351 -7.678 1.161
P 0.055 -7.892 -0.330
O 1.600 -7.598 -0.851
C 2.598 -8.572 -0.582
C 2.392 -9.820 -1.424
O -0.599 -6.379 -0.533
C -1.509 -5.880 0.448
C -0.837 -4.787 1.256
O -0.377 -8.237 -1.950
C -0.494 -7.277 -2.996
C 0.832 -6.763 -3.521
H 2.607 -8.821 0.483
H 3.562 -8.124 -0.827
H 1.456 -10.321 -1.159
H 3.214 -10.525 -1.274
H 2.333 -9.569 -2.485
H -1.879 -6.683 1.092
H -2.371 -5.467 -0.083
H 0.115 -5.125 1.676
H -1.479 -4.453 2.072
H -0.607 -3.928 0.620
H -1.162 -6.459 -2.723
H -0.997 -7.801 -3.815
H 1.301 -6.080 -2.810
H 0.683 -6.214 -4.454
H 1.526 -7.584 -3.707
*
```

SMILES string: CC(=O)OCCCCCC1=CC(=O)c2c(cc(P(O)O)c(CON=O)c2Br)C1=O.CCOP(=O)(OCC)OCC.CCOP(=O)(OCC)OCC
Orbital gap in eV: 7.4
Molecular weight in g mol⁻¹: 852.54

Results of the Mulliken charge analysis, in e, for atoms 1 through 6: -0.610 0.450 -0.416 -0.343 -0.250 -0.838

A structure of composition C4H8IO8S2Ti at a distorted geometry, computed with wB97M-V/def2-TZVPD.

Geometry as ORCA input:
```
! wB97M-V def2-TZVPD RIJCOSX def2/J DEFGRID3
* xyz 0 4
Ti -10.112 5.359 -5.927
I -12.952 5.894 -6.155
C -5.204 5.946 -1.896
C -4.765 5.438 -3.247
O -5.825 4.546 -3.599
S -7.218 5.088 -3.019
O -7.769 4.026 -2.283
O -7.968 5.782 -4.002
O -6.601 6.197 -2.085
H -4.727 6.866 -1.572
H -5.049 5.173 -1.139
H -3.847 4.857 -3.189
H -4.646 6.230 -3.988
C -6.649 1.317 -4.515
C -7.599 0.830 -3.405
O -8.857 1.479 -3.622
S -8.904 2.159 -5.033
O -9.497 3.435 -4.877
O -9.401 1.269 -6.000
O -7.354 2.392 -5.167
H -6.417 0.528 -5.227
H -5.741 1.785 -4.148
H -7.247 1.068 -2.402
H -7.758 -0.248 -3.407
*
```

Expectation value of S²: 3.753
ΔE to the lowest compared entry with this formula, charge and spin in eV: 0.000
Orbital gap (spin up / spin down) in eV: 5.3 / 7.4
Molecular weight in g mol⁻¹: 423.00

Results of the Mulliken charge analysis, in e, for atoms 1 through 6: 0.361 -0.555 -0.400 -0.321 -0.263 1.026

A structure of composition C44H49IN5O5Sr, computed with wB97M-V/def2-TZVPD.

Geometry as ORCA input:
```
! wB97M-V def2-TZVPD RIJCOSX def2/J DEFGRID3
* xyz -1 1
Sr -1.283 0.870 0.306
C 1.733 2.958 2.929
C 2.580 1.853 2.290
C 3.838 1.584 3.117
C 2.889 2.203 0.848
C 3.831 3.182 0.558
C 4.113 3.550 -0.750
C 3.436 2.927 -1.786
C 2.484 1.944 -1.536
C 1.803 1.246 -2.695
C 1.064 2.227 -3.605
C 2.800 0.395 -3.483
C 2.194 1.566 -0.206
N 1.200 0.620 0.050
C 1.592 -0.649 0.404
C 0.690 -1.654 0.702
N -0.695 -1.480 0.760
C -1.447 -2.513 0.205
C -1.250 -2.942 -1.135
C -2.033 -3.966 -1.654
C -3.039 -4.563 -0.908
C -3.270 -4.114 0.385
C -2.498 -3.106 0.950
C -2.762 -2.616 2.358
C -3.754 -1.450 2.343
C -3.246 -3.710 3.307
C -0.225 -2.267 -2.029
C -0.872 -1.703 -3.299
C 0.937 -3.198 -2.383
C 1.433 -2.891 0.966
C 1.105 -4.182 1.291
C 2.148 -5.143 1.433
C 3.470 -4.839 1.248
C 3.838 -3.504 0.903
C 5.150 -3.014 0.642
C 5.321 -1.705 0.281
C 4.235 -0.787 0.166
C 2.963 -1.225 0.437
C 2.810 -2.591 0.789
H 1.468 2.699 3.958
H 0.809 3.117 2.368
H 2.285 3.903 2.949
H 1.986 0.940 2.281
H 4.455 2.480 3.215
H 4.442 0.799 2.660
H 3.563 1.260 4.123
H 4.359 3.672 1.370
H 4.856 4.311 -0.958
H 3.663 3.201 -2.811
H 1.068 0.568 -2.257
H 1.752 2.931 -4.079
H 0.332 2.809 -3.038
H 0.534 1.693 -4.398
H 3.579 1.017 -3.932
H 2.295 -0.149 -4.286
H 3.283 -0.332 -2.827
H -1.861 -4.300 -2.673
H -3.640 -5.360 -1.329
H -4.065 -4.570 0.964
H -1.806 -2.232 2.724
H -4.712 -1.771 1.922
H -3.385 -0.613 1.748
H -3.937 -1.071 3.352
H -4.252 -4.055 3.055
H -3.283 -3.326 4.329
H -2.577 -4.572 3.290
H 0.190 -1.426 -1.473
H -1.273 -2.497 -3.933
H -0.131 -1.152 -3.886
H -1.688 -1.022 -3.048
H 0.581 -4.059 -2.957
H 1.432 -3.568 -1.485
H 1.678 -2.670 -2.989
H 0.074 -4.490 1.421
H 1.874 -6.161 1.688
H 4.233 -5.602 1.353
H 6.003 -3.679 0.720
H 6.320 -1.341 0.071
H 4.445 0.232 -0.131
C 0.823 4.986 -0.335
C -0.605 4.825 0.045
N -1.177 3.724 0.494
C -2.501 4.037 0.707
C -2.732 5.340 0.361
N -1.513 5.824 -0.031
C -3.909 6.239 0.311
O -5.078 5.690 0.545
O -3.755 7.410 0.031
C -3.463 3.012 1.207
O -4.694 3.274 1.105
O -2.996 1.939 1.642
H 1.341 4.037 -0.221
H 1.312 5.725 0.301
H 0.918 5.311 -1.372
H -1.373 6.778 -0.328
H -4.976 4.687 0.693
N -5.296 0.471 -0.007
C -4.400 -0.151 -0.755
O -3.303 0.329 -1.073
C -4.654 -1.551 -1.268
I -6.516 -2.476 -0.807
H -5.097 1.371 0.433
H -6.139 -0.010 0.261
H -3.884 -2.207 -0.859
H -4.560 -1.543 -2.350
*
```

ΔE to the lowest compared entry with this formula, charge and spin in eV: 0.235
Orbital gap in eV: 4.8
Molecular weight in g mol⁻¹: 942.43

Results of the Mulliken charge analysis, in e, for atoms 1 through 6: 1.497 -1.351 0.753 -1.782 1.074 -0.367

A structure of composition C43H40Cl2N4O5PSbZr, computed with wB97M-V/def2-TZVPD.

Geometry as ORCA input:
```
! wB97M-V def2-TZVPD RIJCOSX def2/J DEFGRID3
* xyz 2 1
Zr 1.214 -0.312 -1.028
C 3.015 -3.398 1.231
C 3.382 -2.273 0.335
O 2.664 -1.239 0.247
N 4.489 -2.319 -0.375
C 4.870 -1.207 -1.245
C 4.177 -1.304 -2.583
C 4.947 -1.677 -3.668
C 4.358 -1.909 -4.904
C 2.988 -1.793 -4.996
C 2.280 -1.400 -3.874
N 2.838 -1.111 -2.686
H 2.069 -3.812 0.877
H 2.852 -3.002 2.235
H 3.774 -4.176 1.255
H 5.075 -3.138 -0.318
H 5.944 -1.256 -1.394
H 4.647 -0.283 -0.721
H 6.014 -1.801 -3.537
H 4.956 -2.196 -5.758
H 2.457 -1.994 -5.915
H 1.211 -1.308 -3.937
N 2.578 1.378 1.636
P 1.037 0.646 1.509
C -0.069 1.919 2.122
C -0.225 3.069 1.343
C -1.053 4.087 1.774
C -1.738 3.960 2.980
C -1.586 2.821 3.755
C -0.750 1.797 3.330
C 1.019 -0.696 2.717
C 1.737 -0.604 3.909
C 1.666 -1.625 4.845
C 0.869 -2.737 4.603
C 0.154 -2.837 3.417
C 0.237 -1.823 2.474
C 3.290 1.772 0.529
C 4.390 2.631 0.685
C 5.054 3.077 -0.428
C 4.614 2.677 -1.693
C 3.550 1.823 -1.764
N 2.898 1.331 -0.678
H 2.807 1.876 2.484
H 0.299 3.166 0.397
H -1.172 4.983 1.177
H -2.391 4.756 3.315
H -2.121 2.723 4.690
H -0.637 0.909 3.939
H 2.353 0.263 4.121
H 2.225 -1.548 5.767
H 0.808 -3.528 5.340
H -0.460 -3.707 3.221
H -0.296 -1.934 1.537
H 4.684 2.943 1.679
H 5.898 3.747 -0.324
H 5.084 3.034 -2.598
H 3.177 1.504 -2.725
Cl 0.455 -2.580 -1.144
C -4.241 3.159 -3.224
C -3.406 3.591 -2.203
C -2.778 2.664 -1.386
C -2.994 1.299 -1.573
C -3.837 0.871 -2.592
C -4.455 1.803 -3.417
Sb -2.041 -0.084 -0.288
C -3.020 -1.879 -0.840
C -3.978 -2.455 -0.011
C -4.650 -3.603 -0.414
C -4.378 -4.173 -1.647
C -3.432 -3.595 -2.486
C -2.753 -2.457 -2.082
C -3.128 0.341 1.492
C -4.104 1.330 1.513
C -4.874 1.525 2.655
C -4.693 0.721 3.770
C -3.728 -0.279 3.750
C -2.948 -0.461 2.619
H -4.729 3.880 -3.867
H -3.242 4.651 -2.049
H -2.124 3.014 -0.596
H -4.028 -0.185 -2.748
H -5.112 1.466 -4.209
H -4.219 -2.010 0.947
H -5.395 -4.047 0.234
H -4.908 -5.063 -1.961
H -3.228 -4.033 -3.455
H -2.024 -2.015 -2.752
H -4.283 1.948 0.642
H -5.633 2.297 2.662
H -5.309 0.864 4.648
H -3.589 -0.919 4.613
H -2.198 -1.241 2.631
O 1.308 1.510 -3.984
Cl 0.148 1.391 -3.176
O -0.957 2.066 -3.685
O -0.130 -0.071 -2.943
O 0.489 1.810 -1.770
*
```

ΔE to the lowest compared entry with this formula, charge and spin in eV: 0.000
Orbital gap in eV: 6.9
Molecular weight in g mol⁻¹: 1007.68

Results of the Mulliken charge analysis, in e, for atoms 1 through 6: -0.452 -0.969 0.241 0.373 -0.103 -0.666

A structure of composition C29H36FeN2O4S, computed with wB97M-V/def2-TZVPD.

Geometry as ORCA input:
```
! wB97M-V def2-TZVPD RIJCOSX def2/J DEFGRID3
* xyz 0 5
Fe -0.578 0.136 0.308
C -4.954 -1.150 0.622
C -3.689 -0.723 -0.078
C -3.665 0.648 -0.601
C -2.586 1.055 -1.301
C -2.355 2.501 -1.630
C -1.562 0.078 -1.648
C -2.027 -1.300 -1.747
C -1.321 -2.257 -2.663
C -3.103 -1.681 -1.029
H -4.872 -2.177 0.976
H -5.789 -1.083 -0.079
H -5.159 -0.503 1.473
H -4.418 1.352 -0.267
H -1.596 2.928 -0.967
H -3.268 3.080 -1.494
H -2.007 2.628 -2.659
H -0.865 0.389 -2.427
H -0.380 -2.604 -2.241
H -1.100 -1.788 -3.625
H -1.940 -3.137 -2.843
H -3.496 -2.690 -1.079
O -3.233 0.347 3.219
S -2.209 0.282 2.228
O -1.978 1.516 1.434
O -0.877 -0.195 2.648
O -2.533 -0.819 1.125
C 0.460 2.990 2.791
C 0.701 3.592 1.436
C 0.564 4.967 1.253
C 0.752 5.552 0.013
C 1.087 4.768 -1.081
C 1.234 3.394 -0.947
C 1.590 2.528 -2.122
C 1.042 2.834 0.317
N 1.147 1.407 0.410
C 2.197 0.854 0.858
C 3.399 1.582 1.367
C 2.224 -0.652 0.798
C 3.495 -1.342 1.185
N 1.160 -1.227 0.403
C 1.194 -2.627 0.097
C 1.811 -3.020 -1.097
C 2.391 -2.020 -2.063
C 1.816 -4.372 -1.417
C 1.210 -5.299 -0.584
C 0.580 -4.877 0.574
C 0.547 -3.533 0.935
C -0.164 -3.087 2.178
H 0.794 3.676 3.570
H 0.967 2.036 2.934
H -0.604 2.794 2.928
H 0.300 5.580 2.107
H 0.634 6.621 -0.104
H 1.228 5.222 -2.055
H 1.530 3.097 -3.049
H 0.918 1.670 -2.202
H 2.608 2.135 -2.039
H 3.248 2.658 1.333
H 4.283 1.326 0.782
H 3.597 1.285 2.399
H 3.749 -1.077 2.213
H 4.324 -1.015 0.556
H 3.399 -2.422 1.113
H 1.765 -1.129 -2.144
H 2.469 -2.465 -3.055
H 3.395 -1.698 -1.775
H 2.278 -4.692 -2.343
H 1.215 -6.349 -0.846
H 0.095 -5.599 1.221
H -0.393 -3.946 2.807
H -1.098 -2.580 1.928
H 0.418 -2.373 2.760
*
```

Expectation value of S²: 6.019
ΔE to the lowest compared entry with this formula, charge and spin in eV: 1.262
Orbital gap (spin up / spin down) in eV: 6.2 / 6.5
Molecular weight in g mol⁻¹: 564.53

Results of the Mulliken charge analysis, in e, for atoms 1 through 6: 1.686 -2.094 2.353 -1.583 1.057 -1.672

An isolated molecule of C5H11N at a distorted geometry, computed with wB97M-V/def2-TZVPD.

Geometry as ORCA input:
```
! wB97M-V def2-TZVPD RIJCOSX def2/J DEFGRID3
* xyz 0 1
C -1.836 -0.021 -0.564
C -0.728 0.024 0.512
C 0.261 1.195 0.253
C 1.563 0.533 -0.265
C 0.204 -1.208 0.493
H -1.417 -0.166 -1.573
H -2.446 0.895 -0.548
H -2.521 -0.866 -0.374
H -1.180 0.063 1.522
H 0.438 1.818 1.196
H -0.157 1.948 -0.465
H 2.002 1.037 -1.166
H 2.366 0.566 0.554
H 1.899 -1.477 -0.664
H 0.713 -1.367 1.462
H -0.286 -2.135 0.214
N 1.125 -0.839 -0.587
*
```

SMILES string: C[C@@H]1CCNC1
ΔE to the lowest compared entry with this formula, charge and spin in eV: 0.321
Orbital gap in eV: 10.0
Molecular weight in g mol⁻¹: 85.15

Results of the Mulliken charge analysis, in e, for atoms 1 through 6: -1.556 0.500 -0.689 -0.531 -0.751 0.354

An isolated molecule of C3H4N2OS at a distorted geometry, computed with wB97M-V/def2-TZVPD.

Geometry as ORCA input:
```
! wB97M-V def2-TZVPD RIJCOSX def2/J DEFGRID3
* xyz 0 1
C 1.276 1.214 -0.181
C -0.702 -0.536 0.712
C -2.079 -0.680 1.368
H 1.296 -0.371 -2.652
H 1.801 2.052 0.239
H 0.172 -0.973 1.244
H -0.927 -0.870 -0.285
N 1.726 0.456 -1.153
N -2.945 -1.090 2.017
O 0.752 -0.411 -1.741
S -0.370 1.208 0.433
*
```

SMILES string: N#CCS/C=N\O
ΔE to the lowest compared entry with this formula, charge and spin in eV: 3.729
Orbital gap in eV: 9.8
Molecular weight in g mol⁻¹: 116.14

Results of the Mulliken charge analysis, in e, for atoms 1 through 6: -0.045 -0.126 0.020 0.384 0.389 0.371